--- a ---
{"formula": "C3H2BrCl", "method": "the ωB97M-V functional and the def2-TZVPD basis", "spin_multiplicity": 1, "homo_lumo_gap_ev": 7.682, "symbols": ["C", "C", "C", "Cl", "Br", "H", "H"], "xyz": [[0.81, -1.39, 0.35], [-0.57, 1.33, -0.53], [-0.35, -0.28, -0.11], [2.22, -0.60, 0.01], [-0.51, 2.30, 1.04], [-0.32, -0.81, -1.07], [-1.29, -0.54, 0.31]]}

***

--- b ---
{"formula": "C3H2BrCl", "method": "the ωB97M-V functional and the def2-TZVPD basis", "spin_multiplicity": 1, "homo_lumo_gap_ev": 9.184, "symbols": ["C", "C", "C", "Cl", "Br", "H", "H"], "xyz": [[-0.74, 0.62, 0.63], [-0.15, -0.28, -0.02], [0.82, -0.90, -0.59], [1.76, 0.47, -0.95], [-2.52, 1.09, 0.31], [-0.19, 0.93, 1.55], [1.02, -1.94, -0.93]]}

***

--- c ---
{"formula": "C3H2BrCl", "method": "the ωB97M-V functional and the def2-TZVPD basis", "spin_multiplicity": 1, "homo_lumo_gap_ev": [8.165, 8.166], "symbols": ["C", "C", "C", "Cl", "Br", "H", "H"], "xyz": [[-1.15, 1.31, 0.48], [1.18, -1.39, -0.36], [0.82, -0.65, 0.52], [-1.01, 2.79, -0.24], [1.58, -2.89, -1.32], [0.28, 0.17, 1.07], [-1.69, 0.66, -0.15]]}

***

--- d ---
{"formula": "C3H2BrCl", "method": "the ωB97M-V functional and the def2-TZVPD basis", "spin_multiplicity": 1, "homo_lumo_gap_ev": [8.238, 6.088], "symbols": ["C", "C", "C", "Cl", "Br", "H", "H"], "xyz": [[0.82, -1.15, 0.37], [1.84, -0.54, 0.09], [-1.61, 0.31, -0.08], [-1.19, 1.90, -0.01], [3.62, -0.11, -0.16], [-1.85, -0.22, 0.83], [-1.63, -0.18, -1.04]]}

***

It turns out b is the most stable, with the second structure 71.1 kcal/mol higher.

***

--- a ---
{"formula": "C8H11N2", "method": "the ωB97M-V functional and the def2-TZVPD basis", "total_charge": 1, "spin_multiplicity": 1, "homo_lumo_gap_ev": 9.150, "symbols": ["C", "C", "C", "C", "C", "C", "C", "C", "N", "N", "H", "H", "H", "H", "H", "H", "H", "H", "H", "H", "H"], "xyz": [[1.65, 1.30, -0.12], [1.67, 0.41, -1.22], [-2.20, 1.16, -0.06], [2.20, -0.80, 0.69], [1.81, 0.61, 1.03], [1.96, -0.84, -0.77], [-3.09, -0.88, 0.01], [-1.74, -0.99, -0.09], [-3.33, 0.46, 0.13], [-1.25, 0.31, -0.30], [1.54, 2.41, 0.01], [1.52, 0.82, -2.29], [-2.00, 2.26, -0.05], [3.26, -0.81, 0.69], [1.89, -1.59, 1.40], [2.04, 0.92, 2.06], [1.88, -1.79, -1.39], [-3.65, -1.78, 0.04], [-1.24, -1.94, -0.10], [-4.14, 1.00, 0.38], [-0.33, 0.62, -0.60]]}

***

--- b ---
{"formula": "C8H11N2", "method": "the ωB97M-V functional and the def2-TZVPD basis", "total_charge": 1, "spin_multiplicity": 1, "homo_lumo_gap_ev": 8.964, "symbols": ["C", "C", "C", "C", "C", "C", "C", "C", "N", "N", "H", "H", "H", "H", "H", "H", "H", "H", "H", "H", "H"], "xyz": [[-2.37, 0.74, 0.53], [-2.13, -0.39, 1.34], [-1.76, 0.84, -0.76], [-1.20, -1.32, 0.83], [-0.96, -0.13, -1.22], [2.18, 0.41, 0.33], [2.45, -0.75, 0.25], [1.84, 1.79, 0.18], [0.08, -2.25, -0.81], [-0.68, -1.21, -0.41], [-3.02, 1.62, 0.69], [-2.40, -0.65, 2.37], [-1.81, 1.60, -1.47], [-1.01, -2.15, 1.56], [-0.57, 0.02, -2.24], [0.85, -1.91, -1.35], [2.49, -1.77, 0.52], [0.22, -2.91, -0.04], [0.86, 2.05, 0.23], [2.47, 2.32, 0.88], [2.11, 2.29, -0.87]]}

***

It turns out a is the most stable, with the second structure 54.7 kcal/mol higher.

***

--- a ---
{"formula": "C10H10N6OS", "method": "the ωB97M-V functional and the def2-TZVPD basis", "spin_multiplicity": 1, "smiles": "Nc1nc2c(O)nc(N)n(Cc3cccs3)c-2n1", "homo_lumo_gap_ev": 7.839, "symbols": ["N", "C", "N", "C", "C", "O", "N", "C", "N", "N", "C", "C", "C", "C", "C", "S", "C", "N", "H", "H", "H", "H", "H", "H", "H", "H", "H", "H"], "xyz": [[-0.55, 4.32, -1.43], [0.23, 3.46, -0.72], [1.53, 3.53, -0.83], [1.96, 2.43, -0.09], [3.18, 1.81, 0.19], [4.35, 2.27, -0.31], [3.30, 0.71, 1.03], [2.22, 0.30, 1.62], [2.54, -0.72, 2.45], [0.92, 0.73, 1.39], [-0.29, 0.18, 2.03], [-0.76, -1.08, 1.32], [-2.00, -1.13, 0.68], [-2.18, -2.38, -0.05], [-1.12, -3.24, 0.01], [0.15, -2.54, 1.04], [0.79, 1.81, 0.53], [-0.27, 2.48, 0.08], [-1.49, 4.01, -1.55], [-0.02, 4.80, -2.14], [4.99, 1.73, 0.14], [3.50, -1.00, 2.31], [1.83, -1.44, 2.39], [-1.07, 0.94, 2.03], [-0.13, 0.00, 3.10], [-2.67, -0.28, 0.68], [-3.06, -2.65, -0.61], [-1.06, -4.24, -0.46]]}

***

--- b ---
{"formula": "C10H10N6OS", "method": "the ωB97M-V functional and the def2-TZVPD basis", "spin_multiplicity": 1, "smiles": "Nc1nc2c(O)nc(N)n(Cc3cccs3)c-2n1", "homo_lumo_gap_ev": 8.055, "symbols": ["N", "C", "N", "C", "C", "O", "N", "C", "N", "N", "C", "C", "C", "C", "C", "S", "C", "N", "H", "H", "H", "H", "H", "H", "H", "H", "H", "H"], "xyz": [[4.18, 1.49, -1.20], [3.05, 0.73, -1.05], [2.74, -0.10, -2.00], [1.64, -0.76, -1.48], [0.78, -1.71, -1.98], [1.12, -2.20, -3.18], [-0.23, -2.28, -1.26], [-0.40, -1.80, -0.06], [-1.43, -2.46, 0.50], [0.31, -0.73, 0.55], [-0.16, -0.11, 1.80], [-1.40, 0.72, 1.68], [-2.09, 0.96, 0.52], [-3.25, 1.79, 0.74], [-3.43, 2.16, 2.04], [-2.13, 1.54, 3.05], [1.38, -0.22, -0.17], [2.21, 0.76, 0.08], [4.16, 2.36, -0.68], [4.56, 1.50, -2.14], [1.93, -1.71, -3.43], [-2.04, -1.97, 1.13], [-1.88, -3.11, -0.14], [0.64, 0.53, 2.21], [-0.36, -0.89, 2.53], [-1.72, 0.61, -0.45], [-3.96, 2.08, 0.02], [-4.22, 2.83, 2.38]]}

***

It turns out b is the most stable, with the second structure 5.0 kcal/mol higher.

***

--- a ---
{"formula": "C20H22N2O3", "method": "the ωB97M-V functional and the def2-TZVPD basis", "spin_multiplicity": 1, "smiles": "O[C@@H]1C[C@]23C=CCN4CC[C@H]5c6cc7c(cc6N1[C@@]5(CC2)[C@@H]43)OCO7", "homo_lumo_gap_ev": 8.137, "symbols": ["O", "C", "C", "C", "C", "C", "C", "N", "C", "C", "C", "C", "C", "C", "C", "C", "C", "N", "C", "C", "C", "C", "O", "C", "O", "H", "H", "H", "H", "H", "H", "H", "H", "H", "H", "H", "H", "H", "H", "H", "H", "H", "H", "H", "H", "H", "H"], "xyz": [[0.58, -2.31, 2.65], [0.86, -1.77, 1.28], [2.23, -1.15, 1.34], [2.16, 0.37, 1.27], [3.54, 0.89, 0.85], [3.71, 1.97, -0.06], [2.54, 2.61, -0.77], [1.28, 2.09, -0.34], [0.18, 2.45, -1.17], [-1.24, 2.36, -0.51], [-1.45, 1.01, 0.18], [-1.81, -0.23, -0.56], [-2.58, -0.35, -1.73], [-2.92, -1.64, -2.24], [-2.41, -2.74, -1.56], [-1.41, -2.62, -0.55], [-1.20, -1.35, -0.02], [-0.34, -0.91, 0.98], [-0.14, 0.52, 0.93], [0.10, 1.19, 2.24], [1.47, 0.75, 2.60], [1.17, 0.78, 0.18], [-3.15, -3.89, -1.84], [-4.02, -3.42, -2.87], [-4.01, -2.03, -2.99], [-0.35, -2.30, 2.84], [1.08, -2.62, 0.64], [2.96, -1.47, 2.06], [2.76, -1.44, 0.46], [4.45, 0.46, 1.20], [4.67, 2.52, -0.08], [2.65, 3.74, -0.59], [2.43, 2.38, -1.89], [0.38, 3.50, -1.45], [0.25, 1.95, -2.22], [-1.35, 3.22, 0.22], [-1.96, 2.48, -1.29], [-2.18, 1.23, 0.95], [-3.17, 0.36, -2.29], [-1.04, -3.57, -0.08], [-0.01, 2.24, 2.04], [-0.64, 0.83, 3.00], [1.35, -0.10, 3.41], [2.03, 1.44, 3.10], [1.19, 0.05, -0.71], [-5.04, -3.67, -2.72], [-3.62, -3.81, -3.88]]}

***

--- b ---
{"formula": "C20H22N2O3", "method": "the ωB97M-V functional and the def2-TZVPD basis", "spin_multiplicity": 1, "homo_lumo_gap_ev": 7.602, "symbols": ["C", "C", "H", "H", "C", "N", "C", "O", "C", "C", "C", "C", "C", "C", "C", "H", "H", "H", "H", "H", "C", "O", "N", "H", "C", "C", "C", "C", "C", "C", "C", "O", "C", "H", "H", "H", "H", "H", "H", "H", "H", "H", "H", "H", "H", "H", "H"], "xyz": [[-3.03, -3.33, -1.00], [-2.09, -3.32, 0.18], [-2.03, -4.22, 0.58], [-1.17, -3.02, -0.08], [-2.78, -2.54, 1.10], [-2.89, -1.08, 0.86], [-1.81, -0.35, 0.89], [-0.63, -0.61, 0.91], [-2.20, 1.13, 0.13], [-1.42, 2.24, -0.09], [-2.28, 3.57, -0.51], [-3.70, 3.41, -0.77], [-4.25, 1.96, -0.48], [-3.52, 1.15, 0.11], [-4.05, -0.31, 0.31], [-4.82, -0.29, 1.41], [-4.52, -0.95, -0.34], [-5.38, 2.02, -0.39], [-4.03, 4.29, -1.08], [-1.71, 4.32, -0.66], [-0.02, 2.55, -0.13], [0.34, 3.70, -0.33], [0.79, 1.74, 0.58], [0.35, 0.77, 0.99], [2.23, 1.91, 0.31], [3.00, 0.67, -0.23], [2.31, -0.14, -1.31], [2.97, -0.80, -2.05], [4.12, -1.41, -1.53], [4.87, -0.82, -0.49], [4.21, 0.34, 0.10], [4.72, 0.85, 1.10], [6.06, 0.52, 1.69], [6.23, 0.99, 2.50], [6.75, 0.58, 0.90], [6.08, -0.37, 2.02], [5.85, -1.12, -0.46], [4.70, -2.14, -1.92], [2.42, -1.38, -2.85], [1.20, 0.50, -1.51], [2.67, 1.63, 1.75], [2.35, 2.79, 0.37], [-3.92, -2.70, 1.55], [-2.22, -2.56, 2.16], [-2.79, -4.00, -1.86], [-2.92, -2.43, -1.59], [-4.03, -3.71, -0.82]]}

***

--- c ---
{"formula": "C20H22N2O3", "method": "the ωB97M-V functional and the def2-TZVPD basis", "spin_multiplicity": 1, "homo_lumo_gap_ev": 8.630, "symbols": ["C", "H", "O", "C", "C", "C", "C", "C", "C", "O", "C", "C", "O", "N", "N", "C", "C", "C", "C", "C", "C", "C", "H", "H", "H", "H", "C", "C", "C", "C", "H", "H", "H", "H", "H", "H", "H", "H", "H", "H", "H", "H", "H", "H", "H", "H", "H"], "xyz": [[1.56, -1.24, -2.49], [1.75, -2.33, -2.64], [2.54, -0.76, -1.57], [2.35, 0.38, -1.06], [1.68, 1.28, -1.84], [1.57, 2.64, -1.09], [2.14, 2.85, 0.24], [2.83, 1.96, 0.63], [2.83, 0.67, 0.13], [3.51, -0.33, 1.03], [3.30, -1.47, 0.81], [1.83, -2.09, 0.45], [1.73, -3.41, -0.12], [1.01, -1.25, 1.09], [-0.30, -1.39, 0.48], [-1.16, -0.44, 0.95], [-2.40, -0.71, 0.31], [-3.04, 0.44, -0.40], [-4.18, 0.45, -1.06], [-5.01, -0.79, -0.69], [-4.45, -1.89, -0.19], [-3.25, -1.64, 0.58], [-2.68, -2.43, 1.02], [-5.01, -2.75, 0.21], [-5.98, -0.77, -1.45], [-4.64, 1.17, -1.58], [-2.20, 1.57, -0.72], [-2.13, 2.79, 0.51], [-1.98, 1.77, 1.92], [-0.71, 0.79, 1.70], [0.12, 1.46, 1.12], [-0.45, 0.46, 2.50], [-2.77, 1.29, 2.10], [-1.70, 2.36, 2.61], [-1.41, 3.31, 0.43], [-3.08, 3.35, 0.70], [-2.62, 2.33, -1.71], [-1.19, 1.50, -0.73], [1.29, -0.49, 1.60], [3.85, -1.85, 0.03], [3.85, -2.22, 1.86], [3.18, 2.17, 1.95], [2.12, 3.92, 0.54], [1.07, 3.38, -1.64], [1.08, 1.34, -2.71], [0.63, -1.04, -2.35], [1.88, -0.90, -3.49]]}

***

It turns out a is the most stable, with the second structure 271.1 kcal/mol higher.